# C4H11BrN2

A gas-phase ion, C4H11BrN2 (charge +2) in a non-equilibrium geometry (ωB97M-V/def2-TZVPD, OMol25).

Summary:
DFT total energy (Eh): -2841.67415
E_HOMO (alpha / beta) (Eh): -0.5962 / -0.5962
2S+1: 1
HOMO-LUMO gap (alpha / beta) (eV): 7.355 / 7.354
LUMO (alpha / beta) (eV): -8.9 / -8.9
Charge: +2
Strongest force on any atom (eV/Å): 6.3
Energy above the lowest of the compared OMol25 structures with the same formula, charge and spin (kcal per mole): 89.33

```
18
C4H11BrN2, DFT ωB97M-V/def2-TZVPD
H 2.88027 1.94676 0.26984
C -2.94933 0.32607 -0.71547
C 1.92082 0.03931 0.13745
H 1.09336 -1.70280 -0.32285
H -4.49035 -0.70636 0.51174
H -3.13711 -0.48952 -1.48004
H 3.82719 0.45046 -0.49832
C 3.21381 0.84675 0.28674
H -4.93193 0.43478 -0.32063
N 1.98574 -1.36028 -0.35712
H 0.42440 1.71714 0.47970
N -4.08450 0.16766 0.18975
Br -1.04245 -0.32831 0.14430
C 0.75068 0.62483 0.29150
H 2.66100 -1.85277 0.29008
H -4.03704 0.65410 1.05629
H 2.52295 -1.39566 -1.31791
H 3.39247 0.62785 1.35497
```

# C3H3ClN2Si

2 unconnected molecules or ions with the total composition C3H3ClN2Si in a non-equilibrium geometry (ωB97M-V/def2-TZVPD, OMol25).

Summary:
DFT total energy (Eh): -975.21764
E_HOMO (alpha / beta) (Eh): -0.3290 / -0.3290
2S+1: 1
HOMO-LUMO gap (alpha / beta) (eV): 6.419 / 6.421
LUMO (alpha / beta) (eV): -2.5 / -2.5
Strongest force on any atom (eV/Å): 4.2
Energy above the lowest of the compared OMol25 structures with the same formula, charge and spin (kcal per mole): 27.36

```
10
C3H3ClN2Si, DFT ωB97M-V/def2-TZVPD
H 1.77978 0.90264 -1.04680
C 1.58924 0.33361 -0.11654
C -0.78108 -1.79605 0.22810
H 1.56377 1.00918 0.73782
C -2.43472 2.11048 1.66178
N -1.75200 1.38480 1.06062
Cl -0.85929 -0.50853 -2.50586
H 2.41968 -0.41503 0.00395
N -1.39992 -2.63539 0.68469
Si -0.12546 -0.38573 -0.70776
```

# C5H8O2

A molecular structure, C5H8O2 in a non-equilibrium geometry (ωB97M-V/def2-TZVPD, OMol25).

Summary:
DFT total energy (Eh): -345.69243
E_HOMO (Eh): -0.3277
2S+1: 1
HOMO-LUMO gap (eV): 9.814
LUMO (eV): 0.9
Strongest force on any atom (eV/Å): 1.6
Energy above the lowest of the compared OMol25 structures with the same formula, charge and spin (kcal per mole): 70.61

```
15
C5H8O2, DFT ωB97M-V/def2-TZVPD
H -0.87733 1.64434 -0.25679
H 0.50185 -1.78605 0.49575
O -0.22569 0.66815 1.41563
H -2.69894 0.09179 0.59958
C -0.70605 0.60866 0.04722
H 1.77266 0.18511 -2.07065
H -2.32505 -0.14322 -1.12494
C -1.93483 -0.24594 -0.10879
H 2.20318 -1.10751 0.57350
H -1.72494 -1.30158 0.09234
C 1.17949 -0.96485 0.27581
H 1.94044 0.93726 1.27548
C 1.05676 0.40677 0.92993
C 0.68962 0.21374 -0.48622
O 1.14881 0.79332 -1.65786
```

# C3H3NO2

A single C3H3NO2 molecule (ωB97M-V/def2-TZVPD, OMol25).

Summary:
DFT total energy (Eh): -321.27994
E_HOMO (Eh): -0.3445
2S+1: 1
HOMO-LUMO gap (eV): 9.797
LUMO (eV): 0.4
Strongest force on any atom (eV/Å): 0.6
Energy above the lowest of the compared OMol25 structures with the same formula, charge and spin (kcal per mole): 61.31

```
9
C3H3NO2, DFT ωB97M-V/def2-TZVPD
C 1.07812 -0.68558 -0.91365
H -0.55746 -1.57113 -0.42301
H -0.99273 0.47044 1.40901
O 0.80084 0.56576 -1.21593
H 0.46876 -1.64911 1.02017
N -0.39754 0.27715 0.62159
C -0.09864 1.22413 -0.29317
C 0.13387 -0.99285 0.21582
O -0.43522 2.36120 -0.42081
```

# C5H14

2 unconnected molecules or ions with the total composition C5H14 in a non-equilibrium geometry (ωB97M-V/def2-TZVPD, OMol25).

Summary:
DFT total energy (Eh): -198.83652
E_HOMO (Eh): -0.3954
SMILES: CCC.CC
2S+1: 1
HOMO-LUMO gap (eV): 11.863
LUMO (eV): 1.1
Strongest force on any atom (eV/Å): 6.4
Energy above the lowest of the compared OMol25 structures with the same formula, charge and spin (kcal per mole): 33.03

```
19
C5H14, DFT ωB97M-V/def2-TZVPD
H -1.24353 0.78610 -2.26406
C 2.20136 -1.66862 1.88432
H 0.69261 1.53552 -1.77203
C -2.53297 1.11730 -0.60999
H 2.53717 -2.64819 2.09907
H 3.21964 -1.19545 1.53444
H -2.51107 1.49366 0.47999
H -3.02157 1.99148 -1.23366
C 0.04168 1.68101 -0.89863
H 0.53202 -0.84799 0.64777
H -0.32705 2.82775 -0.81432
H 0.47208 1.42714 0.00886
C 1.19182 -1.71988 0.67533
H 1.62416 -1.84529 -0.28292
C -1.15742 0.82424 -1.16569
H -1.00884 -0.31385 -0.96573
H 1.98974 -1.04420 2.63330
H -3.18506 0.20339 -0.76006
H 0.48523 -2.60410 0.80400
```

# C3H5O3

A gas-phase ion, C3H5O3 (charge +1) in a non-equilibrium geometry (ωB97M-V/def2-TZVPD, OMol25).

Summary:
DFT total energy (Eh): -342.46881
E_HOMO (Eh): -0.5991
2S+1: 1
HOMO-LUMO gap (eV): 9.400
LUMO (eV): -6.9
Charge: +1
Strongest force on any atom (eV/Å): 4.7
Energy above the lowest of the compared OMol25 structures with the same formula, charge and spin (kcal per mole): 149.71

```
11
C3H5O3, DFT ωB97M-V/def2-TZVPD
C -0.20478 -0.53927 -0.32937
H -0.84102 -1.25925 -0.62187
H -0.05068 -0.70645 2.09329
O 0.94236 -0.71344 -1.11859
H 0.01948 1.52571 -0.55644
H -1.55662 1.28364 0.38145
C 0.42388 -0.59049 1.06307
C -0.88219 0.88702 -0.47405
O 2.13137 -0.31142 -0.22949
O 1.64222 -0.22925 1.01278
H -1.62403 0.65320 -1.22079
```

# C5H15NO2

3 unconnected molecules or ions with the total composition C5H15NO2 in a non-equilibrium geometry (ωB97M-V/def2-TZVPD, OMol25).

Summary:
DFT total energy (Eh): -404.43284
E_HOMO (alpha / beta) (Eh): -0.4883 / -0.4883
2S+1: 2
HOMO-LUMO gap (alpha / beta) (eV): 10.013 / 6.036
LUMO (alpha / beta) (eV): -3.3 / -7.3
Charge: +1
Strongest force on any atom (eV/Å): 3.6
Energy above the lowest of the compared OMol25 structures with the same formula, charge and spin (kcal per mole): 16.39

```
23
C5H15NO2, DFT ωB97M-V/def2-TZVPD
N -0.69302 -1.72003 -0.56540
H -2.32857 0.26641 1.26547
H -1.91587 1.94287 0.83139
H 0.22251 -1.18679 2.51685
O 2.27263 5.89548 -1.78066
C -0.15023 0.65204 1.30880
H -1.32290 -2.28504 -1.13969
O 1.73038 -2.04509 -2.63226
H 0.09931 0.98610 0.29186
H 2.60714 6.79272 -1.85036
H 1.08523 -1.03882 1.12631
C -1.63262 1.08801 1.43377
H -2.48825 -3.20414 0.87893
H -1.77165 1.40579 2.47551
H 2.38637 5.52126 -2.63580
C 0.06323 -0.82053 1.49677
H 2.44277 -2.65851 -2.86483
C -1.78749 -2.55440 1.38818
H 1.33484 -1.87905 -3.50146
H 0.24284 -1.54530 -0.94718
H -1.86335 -2.49398 2.46546
C -0.83575 -1.79589 0.76993
H 0.46056 1.26568 1.96204
```

# C3H10NOS

2 unconnected molecules or ions with the total composition C3H10NOS (ωB97M-V/def2-TZVPD, OMol25).

Summary:
DFT total energy (Eh): -648.46889
E_HOMO (Eh): -0.1033
2S+1: 1
HOMO-LUMO gap (eV): 6.269
LUMO (eV): 3.5
Charge: -1
Strongest force on any atom (eV/Å): 0.7
Energy above the lowest of the compared OMol25 structures with the same formula, charge and spin (kcal per mole): 39.33

```
16
C3H10NOS, DFT ωB97M-V/def2-TZVPD
H -0.97930 -1.17423 2.52130
H -2.64195 0.24415 -1.88600
H 2.72589 0.11541 0.21400
C -1.53508 0.36710 -1.96059
H -0.50780 0.94660 -3.62510
H -0.80859 -0.55775 0.87163
H 1.31861 1.19469 0.62450
H -1.16838 -0.60402 -2.36950
N -1.24347 1.33906 -3.05712
H 1.03533 -0.22736 -0.28674
O -0.99363 0.69848 -0.78110
H -0.45513 -2.28540 1.23977
C 1.67261 0.18245 0.49032
H -0.92422 2.19032 -2.60950
C -0.39181 -1.25911 1.61408
S 1.31290 -0.80788 1.98389
```